DFT (wB97M-V/def2-TZVPD) results for a structure of composition C10H22GdIO4P2 at a distorted geometry.

Structure (XYZ):
```
40
Properties=species:S:1:pos:R:3:lowdin_spin:R:1
C 0.000 -0.025 -7.870 0.000
C 0.006 0.679 -6.553 0.000
H 0.003 0.712 -8.687 0.000
H -0.888 -0.660 -7.928 0.000
H 0.879 -0.670 -7.931 0.000
O 0.018 1.882 -6.346 0.000
I -0.007 -0.746 -4.842 0.000
Gd -0.001 -0.102 -0.065 7.240
P 2.379 -0.146 -0.082 -0.105
C 3.280 1.156 0.772 -0.002
C 2.978 -1.697 0.628 -0.023
H 4.061 -1.762 0.493 -0.006
H 4.078 -0.293 -1.771 -0.006
H 2.485 -2.539 0.124 0.000
H 2.502 -0.933 -2.348 0.000
H 3.013 1.169 1.836 0.000
H 2.733 -1.742 1.695 0.000
C 2.995 -0.136 -1.778 -0.020
H 4.354 0.981 0.667 -0.003
H 2.764 0.824 -2.256 0.000
H 3.025 2.135 0.348 0.000
P -2.381 -0.101 -0.080 -0.058
C -3.257 1.219 0.774 0.016
C -2.999 -0.083 -1.773 -0.018
H -2.533 -2.492 0.131 0.000
H -4.093 -1.684 0.502 -0.005
H -2.763 -1.689 1.701 0.000
C -3.008 -1.640 0.634 -0.021
H -2.519 -0.889 -2.344 0.000
H -4.084 -0.223 -1.766 -0.005
H -4.335 1.065 0.669 0.002
H -2.982 2.192 0.349 0.000
H -2.753 0.872 -2.253 0.000
H -2.990 1.227 1.839 0.000
C 0.017 1.610 1.043 0.040
O 0.025 2.527 1.646 0.051
O -0.417 -1.713 4.006 -0.011
C -0.438 -1.002 3.045 -0.001
O 0.024 -1.326 1.849 -0.067
H -0.894 0.053 3.109 0.000
```

Its total charge is +2. The energy comes out at -66409.0776 eV. The largest force on an atom is 10.66 eV/Å. For the orbital gap (spin up / spin down), the calculation gives 5.69 / 6.12 eV. The energy above the lowest of the compared OMol25 structures with the same formula, charge and spin comes out at 4.962 eV. As for the multiplicity: 8. The HOMO energy (spin up / spin down) comes out at -15.12 / -15.12 eV.



DFT (wB97M-V/def2-TZVPD) results for a cluster of 2 separate species, C2H2F2S in total at a distorted geometry.

Structure (XYZ):
```
7
Properties=species:S:1:pos:R:3:nbo_charge:R:1
C -1.478 0.589 -0.434 0.193
C -1.533 -0.808 -0.049 0.095
F -1.936 1.032 -1.565 -0.290
F -2.338 -1.610 -0.761 -0.313
S -2.265 0.523 1.148 0.101
H 0.911 1.485 0.748 -0.009
H -0.708 -1.351 0.572 0.225
```

The energy comes out at -18370.6300 eV. The largest force on an atom is 2.50 eV/Å. For the orbital gap (spin up / spin down), the calculation gives 9.42 / 8.36 eV. The energy above the lowest of the compared OMol25 structures with the same formula, charge and spin comes out at 5.159 eV. The HOMO energy (spin up / spin down) comes out at -10.17 / -8.57 eV.



DFT (wB97M-V/def2-TZVPD) results for the ion C5H10NO2 with charge -1 at a distorted geometry.

Structure (XYZ):
```
18
Properties=species:S:1:pos:R:3:nbo_charge:R:1
C -0.460 -2.126 -0.789 -0.635
C 0.365 -0.847 -1.036 -0.201
N -0.159 0.387 -0.448 -0.462
C 0.842 1.473 -0.589 -0.434
C -0.712 0.278 0.970 -0.324
C -0.326 1.386 1.949 0.715
O -0.830 2.520 1.830 -0.785
O 0.354 1.073 2.946 -0.771
H -1.573 -1.869 -0.506 0.217
H -0.405 -2.867 -1.596 0.202
H -0.135 -2.731 0.106 0.201
H 0.351 -0.625 -2.242 0.169
H 1.388 -1.067 -0.695 0.157
H 0.484 2.414 -0.162 0.249
H 1.856 1.225 -0.215 0.157
H 1.095 1.818 -1.642 0.167
H -1.842 0.244 0.745 0.194
H -0.292 -0.684 1.375 0.183
```

Its total charge is -1. As for the SMILES: CCN(C)CC(=O)[O-]. The energy comes out at -10932.2152 eV. The largest force on an atom is 2.89 eV/Å. For the orbital gap, the calculation gives 7.36 eV. The energy above the lowest of the compared OMol25 structures with the same formula, charge and spin comes out at 2.049 eV. The HOMO energy comes out at -3.70 eV.



DFT (wB97M-V/def2-TZVPD) results for a cluster of 2 separate species, C7H9BrNOP in total at a distorted geometry.

Structure (XYZ):
```
20
Properties=species:S:1:pos:R:3:nbo_charge:R:1
C -0.450 -2.019 -1.226 -0.340
C -2.603 -1.204 -0.513 -0.366
C -1.826 -2.013 -1.359 0.011
C 0.097 -1.247 -0.175 0.271
C -2.041 -0.255 0.375 -0.058
C 1.536 -1.221 0.200 -0.666
C -0.468 2.971 0.423 -1.102
N -0.686 -0.404 0.449 -0.534
O 1.160 1.304 1.760 -1.042
P 0.998 2.722 1.512 1.377
Br -2.581 -3.293 -2.616 0.039
H 0.127 -2.763 -1.715 0.230
H -3.681 -1.150 -0.689 0.221
H 2.130 -0.556 -0.491 0.232
H 1.685 -0.780 1.220 0.259
H 1.884 -2.191 -0.067 0.231
H -1.427 2.687 0.727 0.286
H -0.355 2.358 -0.523 0.270
H -0.420 4.059 0.205 0.233
H -0.188 0.084 1.281 0.447
```

The energy comes out at -90271.2209 eV. The largest force on an atom is 3.58 eV/Å. For the orbital gap, the calculation gives 6.86 eV. The energy above the lowest of the compared OMol25 structures with the same formula, charge and spin comes out at 2.187 eV. The HOMO energy comes out at -7.93 eV.



DFT (wB97M-V/def2-TZVPD) results for a structure of composition C5H6Cl2NO2 at a distorted geometry.

Structure (XYZ):
```
16
Properties=species:S:1:pos:R:3:nbo_charge:R:1
C 0.004 -0.069 0.118 -0.126
C -1.034 0.306 -0.824 0.550
C 1.081 -0.697 -0.257 0.108
C -2.236 1.042 -0.457 -0.799
C 2.298 -1.134 0.357 -0.690
N 0.746 -1.137 -2.044 0.239
O 1.559 -0.752 -2.815 -0.359
O -0.763 -0.055 -1.983 -0.481
Cl -0.176 0.558 1.845 -0.103
Cl -2.484 4.108 -0.208 -0.866
H -2.227 2.194 -0.572 0.358
H -2.687 0.896 0.525 0.241
H -2.937 0.854 -1.166 0.233
H 2.633 -2.085 0.125 0.228
H 2.343 -1.049 1.450 0.230
H 3.118 -0.561 0.096 0.238
```

Its total charge is -1. The energy comes out at -35909.6045 eV. The largest force on an atom is 3.27 eV/Å. For the orbital gap, the calculation gives 7.39 eV. The energy above the lowest of the compared OMol25 structures with the same formula, charge and spin comes out at 5.052 eV. The HOMO energy comes out at -4.38 eV.



DFT (wB97M-V/def2-TZVPD) results for a cluster of 2 separate species, C4H13N2O in total at a distorted geometry.

Structure (XYZ):
```
20
Properties=species:S:1:pos:R:3:nbo_charge:R:1
C 1.820 1.782 -0.438 -0.653
C 0.675 0.869 -0.909 -0.311
C -0.641 0.873 0.052 -0.247
N -0.209 -2.005 0.918 -0.435
C 0.281 -0.942 1.661 0.368
N -0.238 0.249 1.365 -0.270
H 1.564 2.178 0.554 0.214
H 2.771 1.289 -0.402 0.269
H 1.895 2.640 -1.137 0.272
H 1.033 -0.263 -0.744 0.192
H 0.287 1.126 -1.898 0.281
H -1.512 0.374 -0.223 0.281
H -0.740 1.960 0.075 0.289
H -0.606 -2.715 1.542 0.476
H -0.750 -1.671 0.139 0.457
H 0.731 -1.185 2.656 0.302
H -0.442 0.806 2.183 0.475
H -2.744 -1.646 -1.768 0.532
H -1.378 -2.052 -2.224 0.518
O -1.798 -1.667 -1.402 -1.012
```

Its total charge is +2. The energy comes out at -9364.2724 eV. The largest force on an atom is 4.23 eV/Å. For the orbital gap (spin up / spin down), the calculation gives 9.25 / 5.48 eV. The energy above the lowest of the compared OMol25 structures with the same formula, charge and spin comes out at 4.729 eV. As for the multiplicity: 2. The HOMO energy (spin up / spin down) comes out at -19.97 / -19.78 eV.



Copy entry 5 word for word.
DFT (wB97M-V/def2-TZVPD) results for a structure of composition C5H6Cl2NO2 at a distorted geometry.

Structure (XYZ):
```
16
Properties=species:S:1:pos:R:3:nbo_charge:R:1
C 0.004 -0.069 0.118 -0.126
C -1.034 0.306 -0.824 0.550
C 1.081 -0.697 -0.257 0.108
C -2.236 1.042 -0.457 -0.799
C 2.298 -1.134 0.357 -0.690
N 0.746 -1.137 -2.044 0.239
O 1.559 -0.752 -2.815 -0.359
O -0.763 -0.055 -1.983 -0.481
Cl -0.176 0.558 1.845 -0.103
Cl -2.484 4.108 -0.208 -0.866
H -2.227 2.194 -0.572 0.358
H -2.687 0.896 0.525 0.241
H -2.937 0.854 -1.166 0.233
H 2.633 -2.085 0.125 0.228
H 2.343 -1.049 1.450 0.230
H 3.118 -0.561 0.096 0.238
```

Its total charge is -1. The energy comes out at -35909.6045 eV. The largest force on an atom is 3.27 eV/Å. For the orbital gap, the calculation gives 7.39 eV. The energy above the lowest of the compared OMol25 structures with the same formula, charge and spin comes out at 5.052 eV. The HOMO energy comes out at -4.38 eV.



> Which formula does entry 3 have?

C5H10NO2



> Among the records above, which one has the highest energy above the lowest of the compared OMol25 structures with the same formula, charge and spin?

C2H2F2S



> Look up the energy of the first one.

-66409.0776 eV